# 1
The following is a DFT calculation (ωB97M-V/def2-TZVPD) of a 3-piece molecular cluster, C5H12O3 overall at a distorted geometry.

Geometry (Å):
O: 1.0017 -1.2437 -1.3476
O: -1.5947 0.2469 -3.4562
O: -2.8768 -2.2333 -2.5167
C: 1.1600 -0.5313 0.9440
C: 0.5787 1.4667 2.3567
C: 1.3025 1.0171 1.1318
C: 1.7897 -0.9969 -0.3503
C: -0.7431 1.4756 2.5265
H: -2.0581 -2.4676 -2.0289
H: -1.2239 0.1079 -4.3449
H: -0.8471 -0.0982 -2.9210
H: 2.8516 -1.2853 -0.3535
H: 1.1689 1.8985 3.1600
H: -2.9525 -1.3063 -2.2384
H: 0.1271 -0.8712 0.9593
H: -1.2316 1.8742 3.4142
H: 0.9325 1.5675 0.2660
H: 1.7140 -1.0717 1.7406
H: -1.4504 1.1766 1.7659
H: 2.3513 1.2745 1.2923

Results
energy above the lowest of the compared OMol25 structures with the same formula, charge and spin = 112.68 kJ/mol
spin multiplicity = 2
HOMO level (alpha / beta) = -0.020 / -3.442 eV
total charge = -1
calculated total energy = -423.36287 hartree
LUMO (alpha / beta) = 3.8 / 3.7 eV

# 2
The following is a DFT calculation (ωB97M-V/def2-TZVPD) of a 3-piece molecular cluster, C5H12O3 overall at a distorted geometry.

Geometry (Å):
O: -1.8794 -2.0416 1.6349
O: 0.7846 -0.7812 2.0373
O: 3.6914 -0.7324 2.2413
C: 0.0044 -0.0305 1.3666
C: -0.0420 -0.1097 -0.1412
C: -0.7482 0.6894 -3.0913
C: -0.5727 1.5756 -2.1159
C: -0.4393 1.3049 -0.6635
H: -1.0259 -0.3526 -3.0343
H: -0.4155 2.6037 -2.4219
H: -0.7586 0.5560 1.8989
H: 0.1637 2.0710 -0.1694
H: -1.4451 1.4587 -0.2297
H: 2.9191 -1.0986 2.7263
H: -1.7627 -2.8679 1.1257
H: -0.7649 -0.8232 -0.5622
H: 3.4346 0.0454 1.7172
H: 0.9462 -0.3619 -0.5419
H: -0.8360 1.0361 -4.1266
H: -1.2536 -2.1412 2.3496

Results
energy above the lowest of the compared OMol25 structures with the same formula, charge and spin = 127.04 kJ/mol
spin multiplicity = 2
HOMO level (alpha / beta) = 0.192 / -3.591 eV
total charge = -1
calculated total energy = -423.35740 hartree
LUMO (alpha / beta) = 3.8 / 3.7 eV

# 3
The following is a DFT calculation (ωB97M-V/def2-TZVPD) of a 3-piece molecular cluster, C5H12O3 overall at a distorted geometry.

Geometry (Å):
O: -2.2147 -2.8758 -0.7467
O: 0.2704 0.8519 3.3257
O: 2.0005 -1.4554 -1.3220
C: -1.0404 -0.7890 -0.7030
C: 0.7911 2.5100 -0.0407
C: -2.0055 -1.6098 -0.2771
C: -0.6956 0.5304 -0.2044
C: 0.3508 1.2141 -0.6648
H: 1.7018 -2.2034 -0.7869
H: 0.6659 3.3511 -0.7265
H: 0.5898 0.6997 2.4280
H: -0.1451 0.0027 3.5531
H: 2.9279 -1.6805 -1.4616
H: -1.3200 0.9283 0.5887
H: -2.7794 -1.3503 0.4320
H: 0.2425 2.7282 0.8858
H: 1.8439 2.4719 0.2591
H: -0.4066 -1.2682 -1.4378
H: -1.6869 -3.0241 -1.5401
H: 0.9096 0.9682 -1.5608

Results
energy above the lowest of the compared OMol25 structures with the same formula, charge and spin = 194.21 kJ/mol
structure (SMILES) = C/C=C/C=C/O.O.O
HOMO level = -7.976 eV
calculated total energy = -423.37987 hartree
LUMO = 0.4 eV

# 4
The following is a DFT calculation (ωB97M-V/def2-TZVPD) of a 2-piece molecular cluster, C5H12O3 overall at a distorted geometry.

Geometry (Å):
O: -0.2019 -1.0543 1.0620
O: 0.8744 -1.6391 -0.9659
O: 1.3093 0.4737 0.2898
C: -1.2605 -1.9529 0.7769
C: 1.9966 0.9816 -0.8388
C: -0.5791 1.1101 0.6952
C: 1.0357 -1.1788 0.1620
C: -1.2767 1.2797 -0.6006
H: 1.8139 -1.5548 0.8478
H: 1.6199 0.5270 -1.7581
H: -2.0396 2.0572 -0.4426
H: 1.8530 2.0658 -0.8919
H: -1.3319 -2.1480 -0.2957
H: 3.0679 0.7972 -0.7105
H: -0.6096 1.5923 -1.4003
H: -1.2129 0.7390 1.4884
H: -2.1937 -1.4992 1.1268
H: 0.0326 1.9256 1.0542
H: -1.1047 -2.8955 1.3108
H: -1.7928 0.3732 -0.9095

Results
energy above the lowest of the compared OMol25 structures with the same formula, charge and spin = 495.13 kJ/mol
HOMO level = -9.028 eV
calculated total energy = -423.26526 hartree
LUMO = 0.0 eV

# 5
The following is a DFT calculation (ωB97M-V/def2-TZVPD) of a 2-piece molecular cluster, C5H12O3 overall at a distorted geometry.

Geometry (Å):
O: -0.2987 -0.9522 -1.4799
O: 0.3180 2.0069 0.3948
O: 1.2267 -0.1593 0.1705
C: -0.6272 -1.2985 -0.3093
C: -0.1965 -2.6261 0.2435
C: -1.6898 -0.5642 0.4536
C: 1.3197 1.0972 0.7641
C: 0.4159 2.4740 -0.9422
H: 0.2611 -2.4846 1.2211
H: 0.1542 1.6958 -1.6670
H: 2.3154 1.5249 0.5469
H: -0.2953 3.2920 -1.0384
H: -2.6387 -1.0831 0.2953
H: -1.0682 -3.2743 0.3471
H: 1.2142 0.9662 1.8449
H: -1.4720 -0.5681 1.5202
H: 0.5303 -3.0974 -0.4136
H: 1.4278 2.8391 -1.1572
H: 0.8838 -0.2464 -0.8924
H: -1.7808 0.4581 0.0981

Results
energy above the lowest of the compared OMol25 structures with the same formula, charge and spin = 225.40 kJ/mol
structure (SMILES) = CC(C)=O.COCO
HOMO level = -9.930 eV
calculated total energy = -423.36799 hartree
LUMO = 0.9 eV

# 6
The following is a DFT calculation (ωB97M-V/def2-TZVPD) of a 2-piece molecular cluster, C5H12O4 overall at a distorted geometry.

Geometry (Å):
O: 0.0765 -0.5428 -0.6886
O: -0.9326 2.1992 -0.5086
O: 0.2778 -0.9255 1.6194
O: -1.6268 0.9268 1.1614
C: 1.9456 -1.8650 0.2442
C: -1.6333 1.1494 -0.0344
C: 1.7719 0.6438 0.5481
C: 1.0199 -0.6802 0.4918
C: -2.6753 0.5971 -0.9784
H: -2.1801 0.1630 -1.8447
H: -0.4124 -1.3746 -0.7306
H: 1.3682 -2.7873 0.2418
H: 2.3042 0.8068 -0.3849
H: -0.4206 -0.2018 1.7040
H: -0.9801 2.2568 -1.4727
H: -3.2647 -0.1669 -0.4773
H: 2.6784 -1.9232 1.0430
H: -3.3343 1.3968 -1.3098
H: 2.4613 -1.7457 -0.7067
H: 1.0753 1.4626 0.7098
H: 2.4810 0.6108 1.3733

Results
energy above the lowest of the compared OMol25 structures with the same formula, charge and spin = 6.37 kJ/mol
structure (SMILES) = CC(C)(O)O.CC(=O)O
HOMO level = -10.119 eV
calculated total energy = -498.69123 hartree
LUMO = 0.6 eV

# 7
The following is a DFT calculation (ωB97M-V/def2-TZVPD) of a 3-piece molecular cluster, C5H12O4 overall at a distorted geometry.

Geometry (Å):
O: 1.3146 -0.8918 -1.9246
O: -0.9185 2.0009 1.3588
O: -0.6518 -1.7829 -1.3731
O: 1.1412 -1.8829 0.0763
C: 0.4613 -1.1192 -0.8558
C: -0.3030 0.2105 0.9764
C: 1.2118 1.6434 -0.4747
C: -1.5514 -0.5469 1.3020
C: -0.0246 0.8194 -0.2612
H: 1.7016 1.3771 -1.4136
H: -0.1791 2.5077 1.7252
H: 1.9376 1.4984 0.3274
H: -1.3836 -1.7703 -0.7460
H: -2.3358 -0.3721 0.5633
H: -1.9318 -0.1811 2.2563
H: -0.8622 1.0090 -0.9255
H: 0.8038 -0.9745 -2.7410
H: -1.3591 -1.6200 1.3918
H: 1.4548 -2.6803 -0.3861
H: 0.9402 2.6986 -0.5254
H: 0.5339 0.0570 1.6496

Results
energy above the lowest of the compared OMol25 structures with the same formula, charge and spin = 404.63 kJ/mol
HOMO level (alpha / beta) = -7.997 / -7.997 eV
calculated total energy = -498.53954 hartree
LUMO (alpha / beta) = 0.6 / 0.6 eV

# 8
The following is a DFT calculation (ωB97M-V/def2-TZVPD) of a single C5H12OS molecule at a distorted geometry.

Geometry (Å):
S: 0.6499 -1.7297 -0.4863
O: -1.0184 2.1364 1.2149
C: -0.2804 -3.2670 -0.1977
C: 0.3400 1.8109 1.3249
C: 0.9692 1.3340 -0.0528
C: 0.1097 0.7292 -1.1353
C: -0.5633 -0.5657 -0.6290
H: -0.7093 1.5166 -1.1292
H: 1.6453 0.6277 0.3688
H: 1.5501 2.1011 -0.6223
H: -1.1341 -2.9582 0.5764
H: -0.9390 3.0126 0.7466
H: -1.0701 -0.3349 0.4234
H: 1.1024 2.6353 1.4846
H: -0.4920 -3.9163 -1.1006
H: 0.5322 0.5936 -2.1324
H: -1.6282 -0.8056 -1.1357
H: 0.5364 1.0025 2.0776
H: 0.3997 -3.9225 0.4041

Results
energy above the lowest of the compared OMol25 structures with the same formula, charge and spin = 227.77 kJ/mol
structure (SMILES) = CSCCCCO
HOMO level = -8.167 eV
calculated total energy = -671.04649 hartree
LUMO = 0.8 eV